ORCA calculation (ωB97M-V/def2-TZVPD) on a 10-piece molecular cluster, C36H72O18 overall.

Geometry as XYZ:
```
126
C36H72O18, DFT ωB97M-V/def2-TZVPD
C -0.10 -18.93 -5.95
O -1.09 -19.94 -6.08
C -1.09 -20.83 -5.09
O -0.41 -20.75 -4.09
O -2.03 -21.72 -5.32
C -2.16 -22.86 -4.51
H 0.88 -19.40 -5.87
H -0.23 -18.29 -5.08
H -0.05 -18.24 -6.79
H -3.01 -22.80 -3.82
H -1.25 -23.03 -3.95
H -2.45 -23.70 -5.14
C 1.89 -12.00 -12.95
O 2.10 -12.15 -14.33
C 1.28 -11.55 -15.15
O 0.44 -10.75 -14.76
O 1.55 -11.84 -16.41
C 0.68 -11.34 -17.42
H 1.05 -12.57 -12.53
H 1.69 -10.96 -12.73
H 2.69 -12.46 -12.38
H -0.24 -10.95 -16.99
H 0.46 -12.14 -18.12
H 1.15 -10.51 -17.95
C -0.43 -10.43 -7.55
O 0.49 -11.46 -7.19
C 1.06 -11.34 -6.00
O 0.80 -10.50 -5.19
O 2.00 -12.27 -5.89
C 2.76 -12.18 -4.71
H -0.71 -10.55 -8.59
H 0.06 -9.46 -7.44
H -1.32 -10.42 -6.92
H 2.24 -12.60 -3.84
H 3.08 -11.18 -4.45
H 3.62 -12.85 -4.68
C -0.40 -17.51 -1.89
O -1.17 -16.50 -2.52
C -0.55 -15.72 -3.39
O 0.63 -15.62 -3.55
O -1.49 -15.04 -4.06
C -1.04 -14.22 -5.11
H 0.53 -17.75 -2.40
H -0.92 -18.47 -1.94
H -0.35 -17.28 -0.83
H -0.09 -13.71 -4.90
H -1.79 -13.44 -5.18
H -0.94 -14.72 -6.07
C 2.90 -17.78 -10.79
C 4.30 -17.15 -10.93
C 5.01 -17.34 -9.58
O 3.96 -17.63 -8.63
C 2.88 -18.25 -9.33
H 2.85 -18.71 -11.35
H 2.11 -17.09 -11.04
H 4.30 -16.10 -11.21
H 4.80 -17.70 -11.72
H 5.59 -16.48 -9.27
H 5.73 -18.16 -9.63
H 2.00 -18.04 -8.72
H 2.90 -19.34 -9.26
C -3.02 -12.81 -13.20
C -1.80 -13.44 -13.82
C -2.11 -13.40 -15.32
O -3.54 -13.62 -15.35
C -4.14 -13.34 -14.07
H -2.92 -11.72 -13.16
H -3.17 -13.04 -12.14
H -1.52 -14.49 -13.67
H -0.92 -12.88 -13.48
H -1.62 -14.18 -15.90
H -1.84 -12.42 -15.73
H -4.50 -14.26 -13.62
H -4.92 -12.62 -14.28
C -0.97 -14.34 -8.69
C 0.33 -15.11 -8.53
C 1.26 -14.42 -9.51
O 0.46 -13.89 -10.57
C -0.83 -13.55 -10.01
H -1.11 -13.55 -7.94
H -1.78 -15.06 -8.74
H 0.12 -16.17 -8.67
H 0.70 -15.04 -7.50
H 1.93 -15.13 -10.01
H 1.85 -13.59 -9.12
H -1.52 -13.92 -10.77
H -0.90 -12.47 -9.89
C -5.42 -16.32 -10.65
C -5.21 -17.38 -9.60
C -3.71 -17.46 -9.41
O -3.15 -16.31 -10.04
C -4.17 -15.45 -10.51
H -6.32 -15.71 -10.52
H -5.42 -16.70 -11.68
H -5.73 -18.29 -9.91
H -5.78 -17.23 -8.67
H -3.29 -18.40 -9.77
H -3.49 -17.42 -8.34
H -3.93 -14.87 -11.40
H -4.43 -14.67 -9.77
C 1.25 -8.95 -10.83
C 0.63 -7.57 -10.95
C -0.68 -7.73 -10.20
O -1.11 -9.04 -10.64
C 0.02 -9.72 -11.25
H 1.52 -9.27 -9.82
H 2.08 -9.13 -11.50
H 0.41 -7.36 -12.00
H 1.25 -6.72 -10.65
H -1.47 -7.01 -10.37
H -0.46 -7.74 -9.12
H -0.13 -9.69 -12.33
H -0.01 -10.79 -11.03
C 3.94 -11.90 -8.06
C 4.18 -13.34 -7.79
C 4.82 -13.92 -9.06
O 4.86 -12.81 -9.97
C 4.89 -11.61 -9.22
H 4.02 -11.27 -7.17
H 2.99 -11.58 -8.52
H 3.26 -13.85 -7.53
H 4.87 -13.43 -6.95
H 4.22 -14.68 -9.55
H 5.86 -14.19 -8.85
H 4.64 -10.69 -9.74
H 5.90 -11.33 -8.86
```

Properties
HOMO-LUMO gap = 9.9 eV
SMILES string = COC(=O)OC.COC(=O)OC.COC(=O)OC.COC(=O)OC.C1CCOC1.C1CCOC1.C1CCOC1.C1CCOC1.C1CCOC1.C1CCOC1
HOMO energy = -9.36 eV
Strongest force on any atom = 0.048 hartree/bohr
Relative energy (zero: lowest compared OMol25 entry of this formula, charge and spin) = 669.3 kJ/mol

ORCA calculation (ωB97M-V/def2-TZVPD) on a 9-piece molecular cluster, C36H72O27 overall.

Geometry as XYZ:
```
135
C36H72O27, DFT ωB97M-V/def2-TZVPD
C 22.82 19.74 8.52
C 21.38 19.46 8.82
O 21.11 18.14 9.37
C 21.26 17.95 10.68
O 21.34 18.77 11.59
O 21.29 16.64 10.82
C 21.59 16.19 12.13
H 23.47 19.64 9.39
H 22.73 20.81 8.21
H 23.22 19.11 7.70
H 20.90 19.52 7.84
H 20.98 20.14 9.59
H 21.45 15.09 12.10
H 20.92 16.66 12.78
H 22.63 16.50 12.36
C 9.11 18.98 18.66
C 10.44 18.31 18.65
O 10.13 16.93 18.94
C 10.99 16.05 18.56
O 12.05 16.29 17.99
O 10.60 14.82 18.93
C 11.36 13.68 18.68
H 8.67 19.25 19.63
H 8.39 18.39 18.06
H 9.23 19.91 18.07
H 11.13 18.60 19.40
H 10.93 18.40 17.68
H 11.39 13.59 17.53
H 10.78 12.94 19.15
H 12.34 13.77 19.11
C 11.08 13.61 14.22
C 11.50 14.98 13.79
O 10.37 15.57 13.02
C 10.54 16.81 12.65
O 11.46 17.54 12.92
O 9.49 17.03 11.83
C 9.37 18.43 11.41
H 11.76 13.24 14.94
H 11.06 12.76 13.59
H 10.07 13.76 14.66
H 12.34 15.08 13.14
H 11.66 15.50 14.76
H 8.32 18.63 11.56
H 9.61 18.58 10.31
H 10.04 18.96 12.06
C 20.95 17.03 16.33
C 19.47 16.78 16.33
O 19.02 16.67 17.69
C 17.99 17.37 18.09
O 17.67 17.34 19.24
O 17.42 18.15 17.14
C 16.23 18.74 17.61
H 21.44 16.18 16.83
H 21.19 17.84 16.96
H 21.29 17.12 15.25
H 19.25 15.79 15.83
H 18.99 17.61 15.82
H 15.53 18.71 16.75
H 16.40 19.72 18.07
H 15.75 18.07 18.32
C 18.06 19.42 14.01
C 17.99 19.78 12.48
O 16.97 19.16 11.70
C 15.77 19.72 11.67
O 15.49 20.71 12.29
O 14.86 19.10 10.90
C 13.58 19.70 10.93
H 18.01 20.29 14.70
H 18.96 18.89 14.17
H 17.27 18.64 14.21
H 18.89 19.55 11.87
H 17.83 20.86 12.42
H 13.11 19.76 11.93
H 12.85 19.17 10.33
H 13.64 20.75 10.52
C 17.56 15.82 10.22
C 17.41 14.62 11.13
O 17.62 15.02 12.52
C 17.36 14.20 13.50
O 17.82 14.31 14.62
O 16.61 13.14 13.14
C 16.63 12.09 14.21
H 17.22 15.65 9.20
H 18.58 16.13 10.23
H 16.97 16.67 10.58
H 18.13 13.91 10.89
H 16.46 14.13 11.01
H 16.36 12.56 15.23
H 17.68 11.70 14.22
H 15.81 11.39 13.85
C 14.91 10.06 21.35
C 13.49 9.85 20.96
O 13.39 9.44 19.57
C 13.30 10.43 18.69
O 13.49 11.61 18.94
O 12.89 9.95 17.51
C 12.82 10.96 16.48
H 15.48 9.10 21.21
H 15.00 10.18 22.42
H 15.44 10.79 20.74
H 13.02 10.81 20.98
H 13.12 9.03 21.48
H 12.03 11.62 16.79
H 12.54 10.40 15.54
H 13.79 11.38 16.34
C 13.04 6.81 12.53
C 13.30 7.97 11.56
O 13.08 9.24 12.26
C 13.54 10.34 11.59
O 14.03 10.34 10.47
O 13.30 11.37 12.34
C 13.53 12.67 11.66
H 12.01 6.76 12.86
H 13.60 7.04 13.44
H 13.45 5.92 12.11
H 12.50 7.86 10.81
H 14.29 7.95 11.16
H 14.13 12.58 10.79
H 14.03 13.32 12.41
H 12.60 13.11 11.41
C 15.43 15.05 19.54
C 15.09 14.50 18.18
O 15.73 15.41 17.12
C 15.18 15.42 15.96
O 14.47 14.54 15.51
O 15.57 16.55 15.38
C 14.94 16.82 14.06
H 15.09 16.04 19.77
H 16.52 15.03 19.70
H 15.04 14.30 20.21
H 14.02 14.47 17.86
H 15.47 13.50 17.99
H 13.91 17.11 14.25
H 14.84 16.02 13.34
H 15.49 17.68 13.66
```

Properties
HOMO-LUMO gap = 10.6 eV
SMILES string = CCOC(=O)OC.CCOC(=O)OC.CCOC(=O)OC.CCOC(=O)OC.CCOC(=O)OC.CCOC(=O)OC.CCOC(=O)OC.CCOC(=O)OC.CCOC(=O)OC
HOMO energy = -10.09 eV
Strongest force on any atom = 0.072 hartree/bohr
Relative energy (zero: lowest compared OMol25 entry of this formula, charge and spin) = 333.3 kJ/mol